1.
Formula: C18H14N3O6PS
Source: OMol25
Level of theory: ωB97M-V with the def2-TZVPD basis set

Last column: Löwdin charge in e.
Geometry (Å):
O: 2.182 -3.634 2.193  0.04
N: 2.813 -2.940 1.411  -0.05
O: 3.578 -2.025 2.088  -0.14
C: 2.779 -0.766 1.924  -0.13
C: 3.131 0.332 0.734  0.04
C: 2.130 1.660 0.641  -0.03
C: 0.870 1.852 1.688  -0.38
C: 0.501 0.768 2.908  -0.14
C: 1.514 -0.560 2.995  0.06
N: -0.681 0.981 3.827  -0.01
C: -1.959 1.299 3.085  -0.14
C: -3.413 0.526 3.377  -0.01
C: -4.816 0.912 2.555  -0.32
P: -6.480 -0.019 2.955  0.89
O: -5.986 -1.661 3.417  -0.38
O: -7.211 -0.270 1.357  -0.38
C: -4.808 2.098 1.395  -0.06
C: -3.389 2.885 1.105  -0.06
C: -2.018 2.491 1.912  -0.38
S: -0.334 3.331 1.580  0.79
H: 4.018 0.190 -0.052  0.08
H: 2.266 2.483 -0.185  0.09
H: 1.341 -1.380 3.821  0.10
H: -0.823 0.185 4.485  0.12
H: -3.520 -0.337 4.167  0.08
H: -5.171 -1.819 2.820  0.06
H: -6.493 -0.782 0.852  0.06
H: -5.736 2.421 0.757  0.09
H: -3.335 3.716 0.279  0.09
O: 3.271 1.851 -2.808  0.07
N: 3.556 0.653 -2.666  -0.29
O: 4.230 0.199 -1.730  0.00
C: 3.066 -0.291 -3.678  -0.13
C: 2.333 0.185 -4.773  0.00
C: 1.890 -0.715 -5.745  -0.06
C: 2.175 -2.076 -5.620  -0.07
C: 2.897 -2.548 -4.523  -0.06
C: 3.347 -1.657 -3.546  0.01
H: 2.103 1.242 -4.885  0.12
H: 1.326 -0.355 -6.603  0.11
H: 1.833 -2.773 -6.383  0.11
H: 3.112 -3.610 -4.431  0.11
H: 3.911 -2.041 -2.698  0.12

Values from the calculation:
LUMO level (eV): -1.2
Charge: 0
SMILES string: O=NOc1ccc2c(c1)Nc1cc(P(O)O)ccc1S2.O=[N+]([O-])c1ccccc1
ΔE to the lowest compared entry with this formula, charge and spin (kJ/mol): 1711.9
E_HOMO (eV): -7.98


2.
Formula: C18H15BrN8O4RuS
Source: OMol25
Level of theory: ωB97M-V with the def2-TZVPD basis set

Last column: Löwdin charge in e.
Geometry (Å):
Ru: -0.050 -0.752 -1.021  1.43
N: -2.862 -0.555 -4.675  0.03
C: -2.223 -0.705 -3.462  -0.92
S: -0.558 -1.157 -3.536  0.54
N: -2.979 -0.523 -2.420  -0.03
N: -2.356 -0.714 -1.207  -0.11
C: -3.116 -0.472 -0.200  -0.10
C: -2.768 -0.568 1.203  -0.17
C: -3.724 -0.133 2.136  -0.07
C: -3.505 -0.206 3.493  -0.12
C: -2.297 -0.749 3.948  -0.10
C: -1.342 -1.191 3.064  -0.02
C: -1.537 -1.104 1.665  -0.38
O: -0.606 -1.509 0.861  -0.20
H: -2.262 -0.321 -5.447  0.06
H: -3.736 -0.056 -4.623  0.08
H: -4.134 -0.154 -0.429  0.12
H: -4.658 0.270 1.758  0.10
H: -4.253 0.141 4.192  0.09
H: -2.109 -0.822 5.013  0.10
H: -0.405 -1.610 3.405  0.11
Br: 2.981 1.441 -2.037  0.80
C: 3.356 -0.286 -1.364  -0.73
C: 4.659 -0.582 -1.005  -0.11
C: 4.932 -1.872 -0.578  -0.05
C: 3.914 -2.806 -0.554  0.00
C: 2.639 -2.410 -0.925  -0.16
N: 2.362 -1.156 -1.301  0.02
C: 1.488 -3.422 -0.955  -0.62
O: 1.783 -4.593 -0.748  0.03
O: 0.354 -2.927 -1.234  -0.18
H: 5.424 0.178 -1.070  0.09
H: 5.939 -2.141 -0.282  0.11
H: 4.056 -3.837 -0.267  0.12
C: 2.099 2.569 1.636  0.01
C: 0.969 1.689 1.174  -0.58
N: -0.270 2.113 1.459  0.21
O: 1.203 0.632 0.584  -0.10
H: 1.794 3.610 1.717  0.07
H: 2.923 2.473 0.931  0.06
H: 2.433 2.213 2.612  0.09
H: -0.423 3.073 1.722  0.07
H: -1.064 1.554 1.182  0.10
N: -0.422 1.401 -1.659  0.03
C: -0.368 2.558 -1.537  -0.39
N: -0.343 3.848 -1.501  0.07
C: -0.428 4.478 -0.351  -0.43
N: -0.509 5.090 0.634  0.07

Values from the calculation:
LUMO level (spin up / spin down) (eV): 2.4 / 1.7
Charge: -1
ΔE to the lowest compared entry with this formula, charge and spin (kJ/mol): 18.8
⟨S²⟩: 8.760
E_HOMO (spin up / spin down) (eV): -4.76 / -4.97
Multiplicity: 6


3.
Formula: C18H15ClFNO2
Source: OMol25
Level of theory: ωB97M-V with the def2-TZVPD basis set

Last column: Löwdin charge in e.
Geometry (Å):
C: -1.267 -3.307 -0.594  0.00
C: -1.475 -1.910 -0.322  0.02
C: -0.674 -0.876 0.271  0.02
C: 0.622 -1.169 0.705  -0.33
O: 1.209 -2.325 0.268  -0.05
N: 1.103 -0.262 1.537  -0.11
C: 0.442 0.916 2.111  0.02
H: 1.210 1.603 2.459  0.10
H: -0.420 0.851 2.430  0.00
H: 0.288 1.648 1.106  0.15
C: 2.485 -0.225 1.853  -0.12
C: 3.398 -0.023 0.607  -0.19
C: 3.270 0.730 -0.297  -0.10
C: 4.173 1.253 -1.161  -0.21
C: 5.301 0.414 -1.482  0.10
C: 5.488 -0.627 -0.331  -0.09
C: 4.699 -1.030 0.614  0.02
H: 4.825 -1.731 1.329  0.06
H: 6.559 -1.082 -0.623  0.14
H: 5.961 0.705 -2.042  0.00
F: 3.844 2.167 -2.151  0.02
H: 2.239 1.611 0.043  0.23
H: 2.794 0.290 2.768  0.13
H: 2.577 -1.433 2.268  0.19
O: -1.499 0.394 0.214  0.10
C: -2.642 0.079 -0.070  -0.46
C: -3.747 0.800 -0.132  -0.51
C: -4.909 0.750 -0.741  -0.06
C: -5.182 -0.743 -1.096  0.02
C: -4.055 -1.674 -1.071  -0.01
C: -2.870 -1.139 -0.610  -0.07
H: -4.247 -2.659 -1.656  0.14
H: -6.017 -0.935 -1.633  0.04
H: -5.783 1.164 -0.797  0.05
Cl: -3.577 2.514 0.499  0.60
H: -0.261 -3.349 -0.344  0.06
H: -1.992 -3.973 -0.358  0.09
H: -1.421 -3.423 -1.488  0.02

Values from the calculation:
LUMO level (eV): -0.2
Charge: 0
E_HOMO (eV): -8.89


4.
Formula: C18H15ClN2O3
Source: OMol25
Level of theory: ωB97M-V with the def2-TZVPD basis set

Last column: Löwdin charge in e.
Geometry (Å):
C: -5.313 -2.026 -1.038  -0.05
C: -4.671 -0.745 -0.600  -0.28
C: -5.405 0.432 -0.552  -0.05
C: -4.816 1.613 -0.133  -0.02
C: -3.486 1.635 0.246  -0.25
O: -2.857 2.776 0.664  0.06
C: -2.728 0.449 0.204  -0.15
N: -1.405 0.572 0.595  0.15
C: -0.358 -0.255 0.740  -0.13
C: -0.016 -1.565 0.618  -0.51
Cl: -0.887 -2.972 0.158  0.75
C: 1.391 -1.743 0.979  -0.44
O: 2.061 -2.743 1.006  0.11
N: 1.867 -0.468 1.333  0.05
C: 3.248 -0.197 1.694  -0.06
C: 4.058 0.120 0.464  -0.20
C: 4.686 -0.898 -0.241  -0.04
C: 5.396 -0.611 -1.394  -0.08
C: 5.477 0.693 -1.853  -0.09
C: 4.843 1.709 -1.159  -0.08
C: 4.134 1.425 -0.005  -0.04
C: 0.893 0.465 1.203  -0.35
O: 0.964 1.651 1.420  0.13
C: -3.337 -0.723 -0.222  0.02
H: -5.958 -1.860 -1.898  0.08
H: -5.927 -2.430 -0.232  0.08
H: -4.562 -2.767 -1.296  0.08
H: -6.444 0.432 -0.844  0.11
H: -5.393 2.527 -0.100  0.11
H: -3.476 3.514 0.644  0.11
H: -1.155 1.534 0.837  0.14
H: 3.245 0.647 2.388  0.13
H: 3.629 -1.093 2.189  0.13
H: 4.611 -1.916 0.114  0.11
H: 5.885 -1.407 -1.936  0.10
H: 6.033 0.916 -2.752  0.10
H: 4.901 2.727 -1.517  0.10
H: 3.631 2.214 0.533  0.11
H: -2.760 -1.630 -0.258  0.03

Values from the calculation:
LUMO level (eV): -0.4
Charge: 0
SMILES string: Cc1ccc(O)c(NC2=C(Cl)C(=O)N(Cc3ccccc3)C2=O)c1
ΔE to the lowest compared entry with this formula, charge and spin (kJ/mol): 106.0
E_HOMO (eV): -7.96


5.
Formula: C18H15CuN5O
Source: OMol25
Level of theory: ωB97M-V with the def2-TZVPD basis set

Last column: Löwdin charge in e.
Geometry (Å):
Cu: -0.173 -0.166 2.510  0.21
O: -1.386 1.504 2.203  -0.15
C: -1.718 1.813 1.006  -0.38
C: -1.924 3.180 0.650  -0.03
C: -2.256 3.573 -0.623  -0.13
C: -2.410 2.630 -1.642  -0.14
C: -2.228 1.296 -1.340  -0.08
C: -1.894 0.858 -0.054  -0.10
C: -1.717 -0.563 0.204  -0.29
N: -1.733 -1.171 1.383  0.05
C: -1.521 -2.507 1.137  -0.15
C: -1.363 -2.721 -0.194  -0.10
N: -1.495 -1.483 -0.779  0.11
H: -1.795 3.912 1.438  0.10
H: -2.405 4.625 -0.843  0.09
H: -2.668 2.933 -2.649  0.08
H: -2.377 0.563 -2.128  0.09
H: -1.472 -3.223 1.940  0.09
H: -1.165 -3.609 -0.769  0.10
H: -1.316 -1.270 -1.742  0.14
N: -1.354 0.650 5.351  -0.05
N: -1.580 -0.268 4.274  -0.10
H: -2.117 1.313 5.391  0.06
H: -0.535 1.183 5.091  0.05
H: -2.314 0.053 3.655  0.06
H: -1.830 -1.166 4.661  0.07
N: 4.651 -1.341 -5.681  0.12
C: 4.237 -1.178 -4.618  -0.22
C: 3.727 -0.994 -3.303  -0.26
C: 4.319 -1.663 -2.226  -0.05
C: 3.823 -1.522 -0.948  -0.04
C: 2.700 -0.714 -0.695  -0.26
C: 2.131 -0.020 -1.786  -0.03
C: 2.626 -0.161 -3.062  -0.04
C: 2.113 -0.573 0.582  -0.17
C: 1.483 -0.451 1.628  -0.08
H: 5.179 -2.293 -2.418  0.11
H: 4.289 -2.039 -0.121  0.11
H: 1.290 0.634 -1.590  0.11
H: 2.181 0.375 -3.891  0.11

Values from the calculation:
LUMO level (eV): 2.9
Charge: -1
E_HOMO (eV): -3.95